1.
Formula: C19H28O8S
Source: the OMol25 dataset
Level of theory: ωB97M-V with the def2-TZVPD basis set

Structure (XYZ):
```
56
Properties=species:S:1:pos:R:3:forces:R:3
S -0.15425 -2.07803 -1.48386 -5.066 -2.862 -0.973
O 1.71275 1.49768 2.29441 0.318 0.190 0.125
O -0.06962 -3.28647 -2.37073 1.333 3.179 1.880
O 2.49189 4.11401 3.40652 -0.279 -0.201 -0.154
O -6.53935 -0.45229 -1.82056 0.094 0.064 -0.378
O 5.49015 -3.18669 2.05173 -2.083 1.955 -2.964
O -4.07273 0.29093 -3.25812 -0.110 0.176 0.262
O 2.86544 -3.18863 -2.47981 0.960 2.094 3.568
O -1.59416 -2.01539 -0.97405 3.888 0.998 -0.382
C 4.81059 -2.11884 -1.42252 0.437 0.009 2.950
C 0.19148 -0.47058 -2.35721 0.863 0.789 0.756
C 0.93252 -2.12498 0.00829 2.363 0.099 2.974
C 3.27519 -2.62302 -1.44373 0.508 -0.863 -1.676
C 5.56934 -2.10289 -0.21024 -2.627 -0.210 -2.429
C 2.45260 -2.38240 -0.10679 -1.128 0.668 3.113
C -7.27322 0.20635 -2.84208 -0.068 -0.004 0.172
C 1.96794 1.74764 3.67535 -0.434 0.111 -0.184
C 2.89667 1.53464 1.51068 -0.104 -0.077 -0.073
C 1.06196 -1.82662 2.71506 1.933 -0.825 -4.524
C 3.28157 -2.36707 1.22544 -2.742 0.446 -0.224
C 0.24641 -1.85604 1.39499 2.895 -0.273 0.022
C 1.88952 4.72162 2.27193 0.120 -0.053 0.019
C -5.59360 -1.38508 -2.34441 0.155 0.201 0.416
C 4.85443 -2.63200 1.12787 0.999 -0.319 1.193
C 1.62647 3.18495 4.05523 0.430 -0.017 -0.008
C -4.18244 -0.80669 -2.34987 -0.215 -0.167 -0.374
C -4.12761 1.54923 -2.60227 -0.101 -0.137 -0.167
C 2.59923 -2.09732 2.58078 -2.052 0.057 -2.160
H 0.12387 0.34692 -1.54135 -0.136 -1.390 -1.276
H 1.38545 3.98588 1.63729 0.006 0.039 0.076
H 3.21564 -2.06214 3.53501 -0.724 -0.161 -1.574
H -4.93967 1.58980 -1.86950 0.084 -0.030 -0.017
H -4.30574 2.31806 -3.35564 0.070 -0.082 -0.028
H 1.17286 5.48092 2.59302 -0.098 0.046 -0.069
H -5.61129 -2.26016 -1.68816 0.046 -0.001 -0.027
H -3.87913 -0.50506 -1.34032 -0.075 -0.064 -0.112
H 5.23987 -1.78172 -2.42348 -0.672 -0.688 1.536
H -7.77869 1.06687 -2.39807 0.044 -0.123 0.048
H 2.60754 1.59235 0.45875 -0.064 -0.049 0.105
H 3.47256 0.61599 1.66497 0.093 0.027 -0.027
H 3.00862 1.51305 3.92769 -0.041 0.106 -0.036
H -0.88405 -1.64867 1.40025 2.030 -0.427 -0.157
H 3.51954 2.40174 1.74712 -0.049 -0.035 0.036
H -6.62648 0.56248 -3.64877 0.004 -0.060 0.033
H 0.54981 -1.59593 3.70993 0.974 -0.437 -1.684
H -8.03025 -0.47109 -3.25090 -0.005 0.049 -0.110
H -5.88575 -1.71307 -3.34877 0.056 0.096 0.031
H 0.57691 3.41042 3.82897 0.099 -0.099 -0.045
H 1.77096 3.30935 5.13179 -0.014 -0.031 0.026
H 1.32431 1.07130 4.24663 0.001 0.015 0.045
H -3.48686 -1.57642 -2.69130 -0.014 -0.002 0.099
H -0.56322 -0.26855 -3.19916 1.114 -0.729 1.389
H -3.17545 1.75212 -2.10566 0.033 0.091 0.131
H 6.63511 -1.71282 -0.25106 -1.472 -0.886 0.492
H 1.27947 -0.46812 -2.70708 -1.584 -0.207 0.206
H 2.67489 5.20050 1.68575 0.006 0.001 0.130
```
Positions in Å, forces in eV/Å.

charge = 0
gap between HOMO and LUMO = 7.20 eV
E_HOMO = -8.97 eV
SMILES = CS(=O)(=O)c1cccc2c1C(=O)C=CC2=O.COCCOC.COCCOC
E_LUMO = -1.77 eV

natural (NBO) atomic charge list, values in e, 5 entries: atom 1 (S): 2.014, atom 2 (O): -0.557, atom 3 (O): -0.869, atom 4 (O): -0.551, atom 5 (O): -0.555

---

2.
Formula: C29H29BrIN3O2PPd
Source: the OMol25 dataset
Level of theory: ωB97M-V with the def2-TZVPD basis set

Structure (XYZ):
```
67
Properties=species:S:1:pos:R:3:forces:R:3
I -3.80515 -0.67191 -2.91875 0.028 0.023 -0.076
Pd -1.15162 -0.16264 -0.86939 -0.332 -0.004 0.253
Br -0.12954 -1.78026 -2.43393 0.073 -0.015 -0.098
P 1.73841 0.85286 -0.38933 0.138 0.079 0.029
O -2.13274 1.22262 0.34600 0.397 0.077 -0.423
O -0.64649 3.20340 1.10776 -0.207 -0.371 -0.402
N -1.49717 1.12479 -2.47439 -0.158 -0.138 -0.260
N -1.16112 -1.19437 0.81957 -0.002 -0.100 0.048
N -0.95351 -0.14684 1.76389 0.176 0.226 0.253
C 2.65895 0.74286 -1.98651 0.044 -0.046 0.089
C -0.70390 2.17724 -2.69487 0.085 -0.035 0.126
C -1.29807 -6.33876 -0.07810 -0.072 0.065 0.038
C -1.90581 1.87542 2.66039 0.042 0.141 -0.096
C 2.94426 3.33929 -0.02025 -0.053 -0.017 -0.056
C 2.82991 2.04498 0.48601 -0.067 -0.089 0.018
C -2.20876 2.73176 4.90657 -0.025 -0.004 0.044
C -2.59533 1.55449 -4.54410 0.040 0.152 -0.069
C -2.44719 0.84265 -3.36462 0.040 0.052 0.127
C -2.43866 1.76846 3.93331 0.027 -0.042 0.011
C -0.90849 3.98349 3.31467 -0.038 -0.042 -0.007
C 3.68762 4.30414 0.63137 0.041 0.051 0.031
C -1.98466 -7.32094 -0.77292 -0.040 -0.047 -0.022
C -0.70221 -2.40084 1.27973 -0.135 -0.095 0.023
C 4.32478 4.00234 1.82706 0.026 0.014 0.033
C 0.33066 -4.43748 0.00078 0.141 -0.113 0.097
C -0.21372 -5.65858 -2.10137 0.084 0.003 0.047
C -0.22306 -3.43906 0.62736 0.005 0.147 0.000
C -1.43307 3.83511 4.58754 0.033 0.051 0.044
C -0.40655 -5.49656 -0.73163 -0.050 0.019 0.031
C -2.09790 0.76436 1.64480 -0.144 -0.068 0.372
C -1.14629 3.01770 2.33922 -0.075 -0.137 0.111
C -0.89821 -6.63972 -2.79702 -0.020 -0.031 -0.065
C -1.78527 -7.47680 -2.13558 -0.025 -0.045 -0.030
C 3.46626 1.76017 1.69054 -0.027 -0.058 -0.002
C 2.25645 -0.73528 0.35994 -0.125 0.011 -0.069
C 4.20469 2.72828 2.35563 0.036 0.040 0.029
C -1.74654 2.62243 -4.78452 0.032 -0.099 0.141
C -0.79379 2.95448 -3.83118 -0.138 -0.048 -0.097
H 4.89904 4.75817 2.34587 0.022 0.031 0.023
H -0.12525 3.79201 -3.96147 0.021 0.032 -0.014
H 1.41721 -4.51140 -0.04139 0.061 0.076 -0.121
H 1.83522 -1.53129 -0.25765 0.016 0.011 0.017
H 1.82519 -0.83716 1.35458 -0.022 0.019 0.028
H -1.07653 2.47206 0.54953 0.130 0.214 0.249
H 3.75802 5.29974 0.21575 0.011 0.077 -0.029
H 0.02579 2.37201 -1.91607 -0.038 -0.040 -0.046
H 4.68455 2.48357 3.29407 0.025 -0.009 0.045
H -2.32194 -8.24201 -2.68060 -0.024 -0.032 -0.026
H -1.45871 -6.20647 0.98373 0.010 0.014 0.046
H -0.31077 4.84421 3.05013 0.045 0.057 -0.031
H -0.85768 -2.53499 2.35905 0.086 -0.008 -0.109
H 3.70066 0.45800 -1.83313 0.056 -0.013 -0.015
H -1.83522 3.19065 -5.69899 -0.017 0.045 -0.063
H 3.34210 -0.83213 0.40596 0.054 -0.015 -0.012
H -3.04500 0.89926 4.16541 -0.023 -0.035 0.002
H 0.45456 -4.98359 -2.61864 0.036 0.034 -0.023
H -0.74914 -6.74252 -3.86395 0.001 -0.010 -0.044
H 2.42628 3.60248 -0.93475 -0.035 0.007 -0.056
H -3.36657 1.27240 -5.24410 -0.012 0.016 -0.023
H 2.15946 -0.00399 -2.60392 -0.025 -0.021 -0.016
H -0.83289 -0.51852 2.70720 -0.165 0.023 -0.106
H -2.67922 -7.96413 -0.24928 -0.039 -0.045 0.027
H 3.38042 0.77389 2.12554 -0.005 -0.030 0.009
H 2.63031 1.69994 -2.50657 -0.011 0.060 -0.025
H -1.23717 4.59415 5.33541 0.000 0.017 0.013
H -3.04063 0.22028 1.86809 0.113 0.023 0.030
H -2.62925 2.62211 5.89648 -0.024 -0.006 0.053
```
Positions in Å, forces in eV/Å.

charge = -1
gap between HOMO and LUMO = 5.88 eV
E_HOMO = -3.59 eV
E_LUMO = 2.29 eV

natural (NBO) atomic charge list, values in e, 5 entries: atom 1 (I): 0.217, atom 2 (Pd): 0.791, atom 3 (Br): -0.645, atom 4 (P): 0.823, atom 5 (O): -0.835

---

3.
Formula: H14O7
Source: the OMol25 dataset
Level of theory: ωB97M-V with the def2-TZVPD basis set

Structure (XYZ):
```
21
Properties=species:S:1:pos:R:3:forces:R:3
O 0.83752 1.12423 0.97459 -5.965 4.350 9.590
O 1.38733 -1.58494 0.03888 6.752 -3.824 -0.142
O 2.25032 1.10211 -0.32425 6.461 0.502 -6.562
O -1.55639 -0.47038 2.01120 -2.381 0.411 4.138
O -0.44175 0.77786 -1.37950 -0.669 4.155 -5.119
O -2.24405 -1.01943 -1.21497 -0.936 0.005 -0.488
O -0.29899 -0.50876 0.22189 -4.657 -0.482 1.573
H 1.75684 -1.27815 -0.78911 0.570 -0.144 -0.095
H 1.68889 0.74602 0.36439 3.321 -0.278 -1.853
H 0.59071 1.96514 1.35956 0.177 0.618 0.135
H 0.34732 1.30354 -1.51084 0.020 -0.054 -0.288
H -1.15274 1.41759 -1.34147 -0.599 0.571 -0.475
H -1.65546 -0.68440 -1.89141 0.005 -0.272 -0.360
H 0.85260 0.51686 1.71426 -0.510 0.080 1.822
H -1.28514 -1.26210 2.47579 -0.193 -0.185 0.251
H -1.01881 -0.46076 1.21928 -0.280 -0.480 -0.216
H 0.50022 -1.22568 0.05353 0.079 -3.666 -1.678
H 1.64075 1.45832 -0.97060 1.004 0.237 0.080
H -0.69123 0.12327 -0.38054 -0.350 -0.638 0.499
H 0.51341 -0.09292 0.51053 -1.850 -0.654 -0.986
H -2.02134 -1.94743 -1.14121 0.002 -0.252 0.174
```
Positions in Å, forces in eV/Å.

charge = 0
gap between HOMO and LUMO = 9.38 eV
E_HOMO = -9.81 eV
E_LUMO = -0.43 eV

natural (NBO) atomic charge list, values in e, 5 entries: atom 1 (O): -0.877, atom 2 (O): -1.016, atom 3 (O): -0.933, atom 4 (O): -1.016, atom 5 (O): -0.873

---

4.
Formula: C4H13N3
Source: the OMol25 dataset
Level of theory: ωB97M-V with the def2-TZVPD basis set

Structure (XYZ):
```
20
Properties=species:S:1:pos:R:3:forces:R:3
N 1.79853 -1.83940 -1.44391 -0.018 -0.473 -0.094
N -1.95347 1.56582 -0.01288 0.349 -0.880 -0.050
N 0.08075 -0.73332 0.75041 0.267 0.030 -0.813
C -1.30807 1.30399 1.28912 -0.093 0.822 -0.200
C -0.94254 -0.13284 1.59456 0.151 -0.343 -0.165
C 1.00856 0.08203 -0.07609 -0.486 -0.968 0.933
C 1.19974 -0.52822 -1.44461 -0.138 1.197 -0.512
H -0.60092 -0.18298 2.63151 -0.063 0.117 0.301
H 1.75158 0.22358 -2.02209 0.402 -0.033 -0.067
H -1.27583 1.34755 -0.74951 0.015 0.319 0.072
H -0.25255 -1.46572 0.13960 -0.325 0.002 0.267
H 2.80855 -1.75314 -1.37820 0.002 0.049 0.076
H 1.96350 0.09529 0.44885 0.240 0.370 -0.081
H 0.24861 -0.51211 -1.99758 -0.062 -0.460 0.335
H 0.65003 1.10265 -0.19822 0.130 0.218 -0.062
H -1.83990 -0.76450 1.53048 0.078 0.120 0.045
H -2.59912 0.78423 -0.14901 -0.274 0.300 0.009
H 1.63049 -2.27458 -2.35329 -0.067 0.018 0.013
H -0.42153 1.92899 1.39222 0.228 0.028 -0.319
H -1.94640 1.75269 2.04863 -0.335 -0.435 0.311
```
Positions in Å, forces in eV/Å.

charge = -1
gap between HOMO and LUMO (spin up / spin down) = 2.64 / 8.61 eV
E_HOMO (spin up / spin down) = 1.28 / -4.82 eV
⟨S²⟩ = 0.750
2S+1 = 2
E_LUMO (spin up / spin down) = 3.91 / 3.78 eV

natural (NBO) atomic charge list, values in e, 5 entries: atom 1 (N): -0.916, atom 2 (N): -0.860, atom 3 (N): -0.663, atom 4 (C): -0.261, atom 5 (C): -0.249

---

5.
Formula: C15H19ClCrSi
Source: the OMol25 dataset
Level of theory: ωB97M-V with the def2-TZVPD basis set

Structure (XYZ):
```
37
Properties=species:S:1:pos:R:3:forces:R:3
Cr 0.10498 -0.02788 -1.05309 0.410 3.377 1.778
Cl 0.80067 2.11953 -1.59733 -0.027 -1.570 1.709
Si -0.02136 0.18981 4.13274 -0.219 0.036 -0.474
C -1.52647 1.04869 4.86595 -0.140 -0.016 -0.009
C 0.92107 -2.02865 -0.84937 -0.318 0.002 -0.404
C 1.17786 1.47438 -4.61952 -0.901 0.364 -0.124
C 0.09913 2.32500 -4.20828 -0.202 -0.623 -1.354
C -0.03924 -1.60886 4.71416 -0.034 -0.105 0.016
C -0.45669 -2.00297 -0.46418 -0.213 -0.801 -0.469
C -1.12210 1.70673 -4.59314 0.778 0.055 -0.112
C -0.17116 0.18480 2.28663 0.220 0.161 -1.686
C 0.62404 0.35035 -5.26860 -0.773 0.267 -0.046
C -1.23271 -1.60586 -1.60008 0.271 -0.529 -0.580
C -0.80793 0.49781 -5.26412 0.619 -0.076 0.018
C -0.18798 0.21408 1.03614 0.226 0.175 1.691
C -0.31755 -1.35988 -2.68037 0.241 -1.270 0.104
C 1.01700 -1.58727 -2.21111 -0.847 -0.786 -0.054
C 1.50575 1.05540 4.82100 0.274 0.130 0.114
H 1.17847 -0.47967 -5.71102 -0.127 0.200 0.078
H -1.49792 1.00580 5.96412 -0.029 0.040 -0.201
H 0.81966 -2.16066 4.31326 -0.098 0.103 0.055
H 2.23513 1.66722 -4.46093 -0.142 -0.028 0.011
H -0.84453 -2.19784 0.52934 0.175 0.019 -0.287
H -1.52295 -0.20596 -5.69907 0.185 0.201 0.097
H -2.33484 -1.53526 -1.70894 1.048 0.136 0.388
H 1.38936 1.06519 5.91940 0.082 -0.001 -0.288
H -2.43635 0.53577 4.52487 0.151 0.124 0.097
H -1.60338 2.10011 4.55517 0.081 -0.263 0.068
H 0.17793 3.29797 -3.73630 0.027 -0.235 -0.139
H -2.11627 2.11536 -4.42298 0.153 -0.091 -0.072
H 1.63172 2.10287 4.49775 -0.222 -0.409 0.013
H 1.75567 -2.33125 -0.21999 -0.287 0.410 -0.034
H -0.05055 -1.74330 5.80682 0.038 0.173 -0.264
H 2.45058 0.53731 4.59680 -0.315 0.054 0.001
H 1.92175 -1.46766 -2.79905 -0.277 0.081 0.132
H -0.57820 -1.16319 -3.71060 0.055 0.627 0.165
H -0.94262 -2.08799 4.31393 0.137 0.065 0.063
```
Positions in Å, forces in eV/Å.

charge = -1
gap between HOMO and LUMO (spin up / spin down) = 4.12 / 5.10 eV
E_HOMO (spin up / spin down) = -2.42 / -2.55 eV
⟨S²⟩ = 3.874
2S+1 = 4
E_LUMO (spin up / spin down) = 1.70 / 2.54 eV

natural (NBO) atomic charge list, values in e, 5 entries: atom 1 (Cr): 1.017, atom 2 (Cl): -0.439, atom 3 (Si): 1.605, atom 4 (C): -1.102, atom 5 (C): -0.274

---

Look up the charge of the first one. 0

---

Which value of charge does entry 4 give? -1

---

Which formula does entry 1 have? C19H28O8S